Molecular formula: C4H8
Method: DFT, ωB97M-V/def2-TZVPD

Total charge: +1
2S+1: 2
HOMO level (alpha / beta) in eV: -15.10 / -16.47
Energy above the lowest of the compared OMol25 structures with the same formula, charge and spin in eV: 4.036
⟨S²⟩: 0.8395
Frontier orbital gap (alpha / beta) in eV: 7.18 / 8.89

Atoms and positions in Å:
C  -1.12  -0.84  0.31
C  0.14  -0.01  0.09
C  0.49  0.27  -1.21
C  0.84  0.50  1.17
H  -1.34  -1.05  1.35
H  -0.99  -1.79  -0.22
H  -1.88  -0.27  -0.23
H  -0.25  0.55  -2.05
H  1.47  0.73  -1.41
H  1.79  0.99  0.98
H  -1.15  0.79  -2.50
H  0.60  0.21  2.19

These are the Mulliken partial charges, in e, on atoms 1 to 4:
1. C -1.076
2. C 0.988
3. C -0.360
4. C -0.659

---

Molecular formula: C7H14NO5S
Method: DFT, ωB97M-V/def2-TZVPD

Total charge: -1
HOMO level in eV: -4.26
Energy above the lowest of the compared OMol25 structures with the same formula, charge and spin in eV: 1.495
Frontier orbital gap in eV: 7.59

Atoms and positions in Å:
C  0.32  -0.32  1.70
C  -3.23  0.47  0.33
C  -2.07  -1.24  -1.01
C  1.21  2.13  0.16
C  1.15  0.65  -1.80
C  -2.32  0.13  -0.58
C  0.90  -0.30  0.50
N  0.71  0.80  -0.41
O  0.55  -1.38  2.57
O  2.57  -2.19  1.37
O  -0.61  0.61  2.19
O  1.96  -2.31  -1.01
O  3.41  -0.45  -0.29
S  2.30  -1.38  0.08
H  -3.90  -0.27  0.71
H  -3.31  1.42  0.82
H  -0.84  0.10  2.97
H  -2.78  -1.32  -1.89
H  -2.02  -1.94  -0.28
H  -1.03  -1.17  -1.48
H  1.06  2.83  -0.68
H  0.63  2.24  1.21
H  2.23  2.18  0.36
H  0.67  1.36  -2.52
H  2.22  0.73  -1.88
H  0.74  -0.30  -2.06
H  -1.88  0.83  -1.29
H  1.38  -1.89  2.18

These are the Mulliken partial charges, in e, on atoms 1 to 4:
1. C 0.735
2. C -0.805
3. C -0.883
4. C -0.933

---

Molecular formula: C3H3Cl2NO2
Method: DFT, ωB97M-V/def2-TZVPD

Total charge: 0
SMILES string: C=C=C(Cl)Cl.O=NO
HOMO level in eV: -9.53
Energy above the lowest of the compared OMol25 structures with the same formula, charge and spin in eV: 3.893
Frontier orbital gap in eV: 9.72

Atoms and positions in Å:
C  -0.94  -1.82  0.29
C  0.21  -1.30  0.02
C  1.38  -0.77  -0.17
Cl  1.89  -0.14  -1.70
Cl  2.56  -0.63  1.09
H  -1.14  -2.87  0.17
H  -1.77  -1.20  0.62
O  -0.88  1.78  1.36
N  -0.34  2.39  0.50
O  -0.74  2.01  -0.78
H  -0.23  2.54  -1.40

These are the Mulliken partial charges, in e, on atoms 1 to 4:
1. C -0.675
2. C -0.027
3. C 0.513
4. Cl -0.169

---

Molecular formula: C6H15N2
Method: DFT, ωB97M-V/def2-TZVPD

Total charge: +1
HOMO level (alpha / beta) in eV: -12.00 / -10.06
Energy above the lowest of the compared OMol25 structures with the same formula, charge and spin in eV: 5.121
Frontier orbital gap (alpha / beta) in eV: 8.12 / 5.34

Atoms and positions in Å:
C  1.66  -0.43  1.62
C  -2.17  0.83  -1.17
C  0.28  1.32  -1.45
C  -0.36  -1.04  -1.27
C  -0.59  0.55  1.87
C  -0.78  0.34  -1.20
N  2.44  -1.53  1.54
N  0.33  -0.51  1.93
H  2.17  0.50  1.64
H  -2.15  1.96  -1.02
H  -2.60  0.61  -2.14
H  -2.87  0.21  -0.60
H  -0.07  2.09  -2.05
H  0.48  1.89  -0.52
H  1.30  0.81  -1.73
H  0.24  -1.37  -0.40
H  0.26  -1.04  -2.18
H  -1.18  -1.62  -1.45
H  -1.69  0.33  2.08
H  -0.21  1.48  1.33
H  3.49  -1.48  1.37
H  2.16  -2.41  1.91
H  -0.11  -1.47  1.89

These are the Mulliken partial charges, in e, on atoms 1 to 4:
1. C 0.032
2. C -1.392
3. C -1.291
4. C -1.271